Computed, not measured: C62H153F6HfN11O26S2 as an isolated structure at a distorted geometry, with the ωB97M-V functional and the def2-TZVPD basis.

Total charge: 0
F_max in eV Å⁻¹: 3.8
Orbital gap in eV: 7.93

Positions of all 261 atoms, in Å:
Hf 3.359 -1.756 2.159
O 4.445 -0.627 0.978
C 5.739 -1.015 0.517
C 6.166 -2.268 1.348
O 5.184 -2.539 2.336
H 6.469 -0.239 0.666
H 5.861 -1.209 -0.545
H 7.209 -2.087 1.816
H 6.295 -3.244 0.772
C -0.463 -2.497 4.928
F -0.919 -2.873 3.721
F -1.502 -2.028 5.606
F 0.109 -3.478 5.576
S 0.822 -1.084 4.633
O 1.634 -1.668 3.514
O 0.000 0.037 4.252
O 1.628 -1.073 5.822
C -0.097 -0.415 -0.990
F 0.748 -0.603 -2.026
F 0.105 0.856 -0.559
F -1.354 -0.507 -1.441
S 0.240 -1.662 0.383
O -0.787 -1.331 1.343
O 0.172 -3.002 -0.126
O 1.580 -1.173 0.788
C -1.443 -8.159 -0.657
O -0.979 -7.010 -0.069
C -0.204 -6.139 -0.885
C 1.002 -6.757 -1.456
N 1.809 -7.281 -0.377
C 2.898 -8.163 -0.685
C 2.520 -9.421 -1.498
O 1.571 -10.165 -0.801
C 1.122 -11.245 -1.583
H -2.145 -8.665 -0.013
H -0.696 -8.868 -1.052
H -2.081 -7.954 -1.614
H 0.139 -5.293 -0.253
H -0.919 -5.784 -1.693
H 1.567 -6.013 -2.023
H 0.791 -7.580 -2.184
H 1.171 -7.758 0.214
H 3.362 -8.585 0.280
H 3.678 -7.663 -1.258
H 3.536 -9.963 -1.658
H 2.163 -9.120 -2.509
H 0.491 -10.926 -2.400
H 0.695 -12.047 -0.968
H 1.987 -11.760 -2.038
C -0.355 4.611 -3.391
O -0.324 5.193 -2.070
C 0.295 4.299 -1.195
C 0.104 4.865 0.168
N 0.767 6.150 0.273
C 0.903 6.764 1.504
C -0.387 7.502 2.024
O -0.652 8.630 1.182
C -1.371 9.783 1.759
H -0.891 3.613 -3.377
H 0.702 4.442 -3.733
H -0.980 5.230 -4.013
H 1.373 4.209 -1.370
H -0.192 3.322 -1.208
H 0.509 4.188 0.939
H -1.001 4.962 0.319
H 0.622 6.750 -0.549
H 1.819 7.330 1.470
H 1.149 6.038 2.330
H -0.076 7.831 3.012
H -1.259 6.868 2.138
H -1.043 9.867 2.794
H -2.394 9.597 1.792
H -1.027 10.643 1.225
C 3.320 -4.476 5.936
O 3.863 -3.466 5.055
C 4.784 -2.660 5.739
C 5.416 -1.612 4.898
N 4.292 -0.893 4.204
C 4.439 0.546 4.026
C 3.175 1.234 3.712
O 2.575 0.593 2.600
C 1.463 1.434 2.006
H 2.686 -5.110 5.373
H 2.830 -4.048 6.816
H 4.290 -5.017 6.300
H 5.581 -3.290 6.240
H 4.294 -2.240 6.579
H 6.131 -1.912 4.112
H 5.775 -0.854 5.667
H 3.476 -1.060 4.769
H 5.182 0.679 3.264
H 4.815 0.949 4.959
H 3.354 2.284 3.477
H 2.510 1.150 4.582
H 1.121 2.030 2.837
H 0.629 0.849 1.656
H 1.961 1.966 1.176
C -6.117 8.764 -0.902
O -5.330 7.634 -1.189
C -4.119 7.678 -0.457
C -3.204 6.533 -0.809
N -3.920 5.311 -0.522
C -3.237 4.042 -0.893
C -4.130 2.833 -0.805
O -5.187 2.989 -1.684
C -6.318 2.276 -1.202
H -6.606 8.794 0.051
H -6.952 8.661 -1.628
H -5.645 9.716 -1.125
H -4.355 7.654 0.621
H -3.674 8.698 -0.638
H -2.247 6.707 -0.198
H -2.978 6.562 -1.906
H -4.168 5.216 0.443
H -2.288 3.850 -0.320
H -2.945 4.107 -1.924
H -4.462 2.760 0.259
H -3.605 1.885 -1.150
H -7.093 2.790 -1.697
H -6.479 2.372 -0.133
H -6.163 1.169 -1.330
C 1.320 -8.102 3.734
O 1.944 -6.736 3.724
C 1.215 -6.021 2.711
C 1.592 -4.503 2.772
N 2.974 -4.129 2.461
C 3.620 -4.767 1.264
C 3.020 -4.312 0.036
O 3.358 -2.893 0.013
C 3.516 -2.327 -1.245
H 0.332 -7.971 4.211
H 1.999 -8.765 4.243
H 1.124 -8.390 2.713
H 0.142 -6.111 2.822
H 1.448 -6.432 1.778
H 1.338 -4.171 3.820
H 0.913 -3.993 2.151
H 3.574 -4.327 3.250
H 3.624 -5.864 1.447
H 4.682 -4.477 1.358
H 1.901 -4.393 -0.005
H 3.383 -4.694 -0.916
H 2.803 -2.767 -1.887
H 4.525 -2.436 -1.565
H 3.407 -1.281 -1.086
C -7.009 9.821 3.005
O -7.308 8.558 2.509
C -6.360 7.594 2.853
C -6.436 6.273 2.156
N -5.596 5.321 2.890
C -5.996 3.889 2.788
C -4.863 3.034 3.278
O -3.768 3.189 2.344
C -2.645 2.367 2.683
H -6.606 9.764 4.005
H -7.950 10.433 3.132
H -6.245 10.282 2.337
H -6.450 7.442 3.952
H -5.359 8.097 2.749
H -6.226 6.400 1.042
H -7.528 5.945 2.178
H -4.693 5.425 2.469
H -6.338 3.568 1.825
H -6.817 3.721 3.474
H -5.097 1.942 3.349
H -4.556 3.297 4.278
H -1.911 2.623 1.883
H -2.834 1.271 2.764
H -2.155 2.642 3.619
C 3.270 -4.225 -4.505
O 2.246 -3.275 -4.739
C 1.013 -4.057 -4.739
C 0.024 -3.358 -3.904
N -1.245 -4.050 -3.907
C -2.150 -3.378 -2.983
C -3.562 -3.764 -3.157
O -3.885 -3.524 -4.512
C -5.289 -3.794 -4.721
H 3.346 -4.949 -5.304
H 3.188 -4.677 -3.555
H 4.205 -3.654 -4.439
H 1.270 -5.110 -4.435
H 0.526 -4.122 -5.753
H -0.016 -2.339 -4.229
H 0.398 -3.383 -2.898
H -1.660 -4.154 -4.772
H -2.071 -2.328 -3.069
H -1.904 -3.521 -1.895
H -4.168 -3.113 -2.505
H -3.640 -4.825 -2.857
H -5.787 -3.123 -4.057
H -5.567 -4.817 -4.551
H -5.393 -3.534 -5.786
C -4.189 1.318 -6.639
C -3.613 1.074 -5.247
C -2.362 1.991 -4.879
O -1.236 1.815 -5.658
C -0.575 0.579 -5.346
N -4.733 1.107 -4.311
H -3.367 1.326 -7.407
H -4.689 2.226 -6.717
H -4.791 0.516 -6.978
H -3.274 0.053 -5.172
H -2.163 1.949 -3.806
H -2.736 3.009 -5.039
H -0.362 0.453 -4.271
H 0.418 0.588 -5.840
H -1.125 -0.265 -5.813
H -5.265 1.998 -4.305
H -4.463 1.008 -3.359
C -4.171 -1.351 -0.121
C -4.861 -1.653 1.200
C -4.051 -2.716 1.928
O -4.200 -4.013 1.368
C -3.138 -4.859 1.753
N -5.063 -0.409 1.908
H -3.227 -0.908 0.190
H -4.674 -0.532 -0.686
H -4.033 -2.253 -0.716
H -5.836 -2.095 0.975
H -4.177 -2.744 3.079
H -2.998 -2.402 1.780
H -3.068 -5.746 1.096
H -3.280 -5.201 2.806
H -2.180 -4.397 1.636
H -4.229 0.124 1.936
H -5.475 -0.626 2.784
C 7.117 0.826 -3.216
C 5.900 -0.009 -3.277
C 4.886 0.499 -4.223
O 4.320 1.614 -3.592
C 3.082 2.088 -4.030
N 6.327 -1.442 -3.586
H 6.932 1.839 -2.731
H 7.546 0.987 -4.186
H 7.826 0.287 -2.554
H 5.336 0.048 -2.338
H 4.129 -0.236 -4.333
H 5.227 0.846 -5.208
H 2.614 2.696 -3.250
H 2.422 1.257 -4.304
H 3.128 2.559 -5.022
H 5.596 -2.114 -3.488
H 7.174 -1.710 -3.075
C 5.655 2.654 1.294
C 4.294 3.151 0.786
C 4.487 4.572 0.448
O 4.178 5.229 1.650
C 4.663 6.597 1.651
N 3.694 2.427 -0.296
H 5.508 1.699 1.763
H 5.992 3.340 2.072
H 6.343 2.667 0.430
H 3.556 3.164 1.654
H 3.781 4.845 -0.313
H 5.562 4.749 0.176
H 3.945 7.192 1.044
H 5.671 6.780 1.314
H 4.705 6.951 2.691
H 4.234 2.598 -1.097
H 3.489 1.469 -0.233